1.
{
  "formula": "C34H62Br20NO3",
  "method": "ωB97M-V with the def2-TZVPD basis set",
  "species": ["Br", "Br", "Br", "Br", "Br", "Br", "Br", "Br", "Br", "Br", "Br", "Br", "Br", "Br", "Br", "Br", "Br", "Br", "Br", "Br", "O", "O", "O", "N", "C", "C", "C", "C", "C", "C", "C", "C", "C", "C", "C", "C", "C", "C", "C", "C", "C", "C", "C", "C", "C", "C", "C", "C", "C", "C", "C", "C", "C", "C", "C", "C", "C", "C", "H", "H", "H", "H", "H", "H", "H", "H", "H", "H", "H", "H", "H", "H", "H", "H", "H", "H", "H", "H", "H", "H", "H", "H", "H", "H", "H", "H", "H", "H", "H", "H", "H", "H", "H", "H", "H", "H", "H", "H", "H", "H", "H", "H", "H", "H", "H", "H", "H", "H", "H", "H", "H", "H", "H", "H", "H", "H", "H", "H", "H", "H"],
  "xyz": [[0.19, -3.81, -7.53], [4.36, -6.42, -5.11], [-1.69, 3.73, 8.36], [-0.58, -3.36, 0.12], [-6.01, 0.95, 6.81], [2.57, -5.18, -2.13], [-1.18, -5.90, -4.81], [-5.96, -2.37, 2.87], [-2.42, -2.44, -5.31], [-5.41, 4.58, 6.50], [-3.83, 2.23, 10.97], [-1.95, -5.45, 2.85], [2.88, 5.42, -1.88], [-5.33, -5.26, 5.07], [5.23, 7.86, -3.35], [-1.44, 4.87, -3.05], [-0.30, -1.04, 2.93], [-2.84, 1.38, 4.10], [-3.45, 1.10, -5.35], [-0.13, 5.06, 0.40], [5.22, 0.99, -5.89], [4.85, 2.29, -1.80], [-2.23, 0.56, -2.39], [2.43, 2.26, -1.83], [3.77, 2.03, -3.99], [-1.95, -1.34, 3.93], [-1.09, -5.98, 1.18], [-2.95, -0.07, -6.83], [-3.06, -0.44, 3.44], [-0.84, 0.61, -0.31], [-2.35, 0.93, -0.94], [0.06, -5.06, 0.84], [4.44, -5.66, -2.35], [-0.41, 6.48, -0.91], [4.37, 1.30, 0.59], [0.15, 1.77, -0.91], [-1.68, 6.25, -1.70], [-4.72, 2.08, 7.73], [-1.90, 2.51, 10.95], [5.23, 1.54, -4.64], [-0.32, -6.43, -6.48], [2.11, -0.26, -1.94], [1.18, -2.72, -1.66], [4.82, 5.33, -2.07], [1.55, 1.23, -1.56], [-5.77, -3.42, 5.53], [-6.78, -2.84, 4.57], [5.41, 1.58, -0.64], [5.46, 6.67, -1.81], [2.00, -1.49, -0.87], [0.57, -3.72, -2.47], [-1.55, 3.83, 10.30], [-3.48, -1.46, -6.62], [3.69, 1.59, -2.38], [0.83, -5.51, -6.82], [4.97, -5.23, -3.69], [-5.31, 3.43, 8.07], [3.67, -0.04, -2.51], [-3.12, -0.38, 2.35], [-1.87, -6.00, 0.41], [4.66, -4.21, -3.97], [1.41, -1.14, 0.08], [-6.18, -3.47, 6.54], [-3.40, -2.05, -7.54], [-4.52, -1.49, -6.27], [-0.47, 7.40, -0.33], [4.42, -0.70, -1.90], [-0.46, 2.49, -1.62], [0.12, -4.28, -3.42], [3.07, -1.94, -0.64], [1.46, -5.28, -5.96], [-1.95, 7.15, -2.26], [3.90, 0.21, 0.41], [4.97, -5.14, -1.54], [5.91, 0.56, -0.93], [4.83, 1.35, 1.66], [6.54, 6.57, -1.69], [-0.59, -0.49, -0.65], [0.46, 2.45, 0.02], [-4.03, -0.77, 3.83], [6.06, -5.29, -3.72], [-0.51, 4.09, 10.50], [-2.20, -2.39, 3.76], [-3.09, 0.20, -0.38], [-2.19, 4.66, 10.63], [6.23, 1.66, -4.01], [0.49, 6.52, -1.54], [4.51, -6.74, -2.18], [-1.60, 2.50, 12.00], [-4.83, -2.86, 5.55], [-4.67, 3.97, 8.78], [-0.73, -7.00, 1.35], [-1.71, -1.20, 4.99], [5.04, 7.19, -0.95], [-6.33, 3.36, 8.48], [-7.60, -3.53, 4.35], [5.14, 4.60, -1.32], [5.03, 4.93, -3.06], [-1.86, -0.03, -6.91], [-3.40, 0.39, -7.72], [3.67, 3.19, -4.14], [1.44, -5.94, -7.61], [-1.46, 1.65, 10.44], [-2.52, 5.95, -1.08], [6.26, 2.30, -0.20], [-2.45, 1.39, -2.91], [2.93, 1.44, -4.60], [0.70, -4.83, 1.70], [3.62, -0.50, -3.60], [-0.95, 0.72, 0.87], [0.04, -7.45, -6.30], [1.44, -0.60, -2.85], [-2.62, 2.07, -0.78], [-7.19, -1.91, 4.96], [-3.84, 2.15, 7.08], [2.35, 3.29, -1.73], [3.42, 2.03, 0.60], [-1.10, -6.45, -7.24], [-4.45, 1.54, 8.64], [0.68, -5.49, 0.04]],
  "charge": 1,
  "homo_lumo_gap_ev": 6.193,
  "total_energy_ev": -1444727.997,
  "molar_mass_da": 2130.95
}


2.
{
  "formula": "C4H11N2O2",
  "method": "ωB97M-V with the def2-TZVPD basis set",
  "species": ["O", "O", "N", "N", "C", "C", "C", "C", "H", "H", "H", "H", "H", "H", "H", "H", "H", "H", "H"],
  "xyz": [[-0.46, -0.26, -3.63], [1.24, -0.93, -2.46], [0.21, -0.31, -2.67], [0.08, -0.01, -0.13], [1.55, 0.19, 0.29], [-0.71, 0.71, 0.87], [-0.40, -1.39, -0.18], [-0.28, 0.47, -1.48], [-1.40, -1.49, -0.52], [1.75, 1.24, 0.38], [1.49, -0.40, 1.22], [0.31, 2.03, -1.56], [-0.43, -2.13, 0.63], [-1.34, 0.74, -1.55], [-0.49, 0.47, 1.82], [2.11, -0.35, -0.50], [-1.80, 0.42, 0.64], [-0.56, 1.71, 0.68], [0.16, -1.96, -1.03]],
  "e_above_lowest_kcal_mol": 190.7,
  "charge": 1,
  "homo_lumo_gap_ev": 10.779,
  "total_energy_ev": -11387.855,
  "molar_mass_da": 119.14
}


3.
{
  "formula": "C32H96O32",
  "method": "ωB97M-V with the def2-TZVPD basis set",
  "species": ["O", "O", "O", "O", "O", "O", "O", "O", "O", "O", "O", "O", "O", "O", "O", "O", "O", "O", "O", "O", "O", "O", "O", "O", "O", "O", "O", "O", "O", "O", "O", "O", "C", "C", "C", "C", "C", "C", "C", "C", "C", "C", "C", "C", "C", "C", "C", "C", "C", "C", "C", "C", "C", "C", "C", "C", "C", "C", "C", "C", "C", "C", "C", "C", "H", "H", "H", "H", "H", "H", "H", "H", "H", "H", "H", "H", "H", "H", "H", "H", "H", "H", "H", "H", "H", "H", "H", "H", "H", "H", "H", "H", "H", "H", "H", "H", "H", "H", "H", "H", "H", "H", "H", "H", "H", "H", "H", "H", "H", "H", "H", "H", "H", "H", "H", "H", "H", "H", "H", "H", "H", "H", "H", "H", "H", "H", "H", "H", "H", "H", "H", "H", "H", "H", "H", "H", "H", "H", "H", "H", "H", "H", "H", "H", "H", "H", "H", "H", "H", "H", "H", "H", "H", "H", "H", "H", "H", "H", "H", "H"],
  "xyz": [[-17.90, 15.45, 6.79], [-13.50, 20.11, 16.91], [-8.97, 14.39, 12.62], [-11.81, 14.82, 13.30], [-21.15, 8.87, 7.91], [-13.63, 15.47, 18.90], [-10.73, 17.42, 13.72], [-14.28, 6.51, 12.45], [-20.41, 14.59, 10.46], [-17.70, 15.55, 14.78], [-15.38, 11.77, 8.06], [-15.14, 12.86, 14.62], [-19.21, 9.10, 15.05], [-16.06, 11.50, 12.22], [-9.63, 20.23, 13.97], [-18.51, 12.88, 14.93], [-11.58, 8.14, 14.87], [-14.35, 12.67, 19.22], [-17.91, 19.95, 13.80], [-14.39, 14.65, 6.54], [-16.55, 19.42, 16.89], [-15.97, 17.90, 12.80], [-21.42, 10.41, 11.00], [-9.20, 10.12, 8.21], [-12.18, 8.23, 11.73], [-19.88, 8.20, 12.30], [-18.40, 11.61, 6.77], [-18.59, 12.11, 11.34], [-18.62, 7.09, 7.55], [-12.75, 10.75, 8.83], [-16.41, 7.12, 9.85], [-14.08, 8.25, 16.11], [-17.82, 7.19, 9.91], [-17.13, 20.03, 12.52], [-13.20, 9.42, 16.13], [-18.63, 6.43, 8.77], [-16.51, 15.39, 7.17], [-18.98, 15.10, 15.27], [-10.16, 18.04, 14.89], [-14.96, 13.45, 13.27], [-20.62, 9.66, 9.01], [-15.76, 14.51, 6.22], [-14.20, 18.89, 16.67], [-16.92, 18.69, 11.90], [-18.81, 13.41, 11.86], [-18.95, 13.70, 15.98], [-13.86, 14.74, 17.82], [-18.71, 8.83, 12.74], [-17.46, 10.72, 7.36], [-18.95, 9.81, 13.86], [-10.02, 13.46, 12.37], [-9.10, 19.11, 14.64], [-21.91, 10.00, 9.77], [-11.56, 10.69, 8.02], [-19.06, 14.57, 10.95], [-14.24, 7.85, 12.84], [-13.49, 8.76, 11.88], [-14.83, 13.57, 18.20], [-14.90, 12.30, 12.31], [-15.62, 18.98, 15.98], [-16.60, 11.25, 8.56], [-10.29, 10.59, 8.99], [-11.15, 13.50, 13.42], [-11.73, 9.06, 16.01], [-14.16, 13.86, 7.03], [-15.16, 12.31, 19.59], [-19.02, 15.51, 11.50], [-16.79, 12.11, 12.10], [-11.35, 8.60, 16.92], [-18.03, 9.81, 7.56], [-9.78, 17.25, 15.53], [-19.35, 11.86, 10.82], [-18.11, 13.77, 16.67], [-13.21, 9.91, 8.80], [-14.79, 12.62, 11.28], [-22.59, 9.15, 9.80], [-16.42, 10.35, 9.15], [-20.17, 9.17, 15.04], [-11.40, 11.66, 7.55], [-10.57, 13.69, 11.46], [-16.13, 6.21, 9.78], [-15.31, 8.03, 13.00], [-15.79, 14.12, 13.03], [-14.38, 18.26, 17.54], [-13.97, 11.75, 12.51], [-10.47, 10.02, 9.90], [-12.99, 14.14, 17.56], [-20.86, 9.78, 11.45], [-17.83, 18.09, 11.90], [-20.02, 7.57, 13.01], [-14.11, 14.13, 13.24], [-13.42, 14.96, 19.68], [-14.21, 15.30, 16.95], [-15.80, 13.87, 18.58], [-15.06, 18.15, 12.63], [-18.17, 9.36, 11.96], [-11.68, 8.34, 12.54], [-8.45, 18.55, 13.96], [-14.09, 20.74, 17.33], [-17.89, 13.70, 12.37], [-8.34, 10.29, 8.61], [-16.71, 10.37, 6.65], [-11.09, 9.92, 15.81], [-19.67, 15.16, 14.43], [-17.40, 19.45, 14.43], [-13.40, 9.80, 12.18], [-18.10, 8.23, 10.03], [-18.02, 12.49, 6.75], [-11.35, 15.56, 13.69], [-19.24, 15.89, 15.97], [-19.71, 10.54, 13.59], [-16.43, 15.08, 8.21], [-16.28, 16.44, 7.05], [-17.52, 16.42, 15.14], [-11.86, 12.75, 13.07], [-18.38, 14.58, 10.10], [-9.02, 20.84, 13.55], [-18.05, 6.75, 10.88], [-15.07, 12.93, 17.35], [-13.87, 8.80, 10.86], [-10.94, 18.60, 15.40], [-17.69, 7.26, 7.35], [-10.00, 11.57, 9.37], [-10.65, 13.26, 14.36], [-13.47, 6.48, 11.94], [-20.12, 10.56, 8.66], [-17.75, 13.31, 14.53], [-20.49, 8.60, 7.26], [-15.98, 13.45, 6.17], [-18.05, 8.07, 13.17], [-12.34, 7.58, 14.99], [-17.15, 11.99, 9.14], [-14.91, 8.60, 15.79], [-19.86, 9.06, 9.52], [-8.48, 19.27, 15.52], [-18.20, 16.37, 6.87], [-16.30, 20.32, 17.12], [-19.61, 13.40, 12.60], [-15.93, 14.87, 5.21], [-13.73, 7.60, 13.77], [-11.38, 18.00, 13.32], [-19.80, 13.30, 16.53], [-13.50, 18.36, 16.03], [-15.95, 18.03, 15.56], [-16.55, 18.83, 10.89], [-19.70, 6.39, 8.99], [-13.38, 10.04, 17.01], [-13.44, 9.96, 15.21], [-20.99, 14.68, 11.21], [-18.59, 5.35, 8.60], [-14.72, 11.77, 8.76], [-22.54, 10.76, 9.32], [-15.64, 19.69, 15.15], [-17.48, 20.76, 11.79], [-11.61, 9.90, 7.28], [-16.13, 20.33, 12.83], [-9.46, 15.21, 12.59], [-9.71, 12.43, 12.19], [-15.79, 12.16, 14.55], [-18.04, 10.35, 14.12]],
  "e_above_lowest_kcal_mol": 172.9,
  "charge": 0,
  "homo_lumo_gap_ev": 9.574,
  "total_energy_ev": -100247.770,
  "molar_mass_da": 993.09
}


4.
{
  "formula": "C24H40N4ScSi",
  "method": "ωB97M-V with the def2-TZVPD basis set",
  "species": ["Sc", "Si", "N", "N", "N", "N", "C", "C", "C", "C", "C", "C", "C", "C", "C", "C", "C", "C", "C", "C", "C", "C", "C", "C", "C", "C", "C", "C", "C", "C", "H", "H", "H", "H", "H", "H", "H", "H", "H", "H", "H", "H", "H", "H", "H", "H", "H", "H", "H", "H", "H", "H", "H", "H", "H", "H", "H", "H", "H", "H", "H", "H", "H", "H", "H", "H", "H", "H", "H", "H"],
  "xyz": [[0.39, -0.14, 0.08], [1.93, -2.77, -1.70], [-1.27, -1.73, 0.34], [-1.35, 1.81, -0.27], [-3.49, 3.17, -0.47], [0.87, -1.95, -0.47], [2.13, 2.47, 0.89], [2.51, -0.25, 1.45], [0.88, -0.16, 3.38], [-2.07, 1.83, 1.03], [-2.47, -2.27, 0.66], [2.53, -1.22, -2.63], [3.23, -3.82, -0.86], [-2.62, -3.63, 0.84], [-2.22, 1.27, -1.35], [2.06, 3.96, 0.70], [-0.22, -2.58, 0.08], [1.53, 0.47, 2.17], [1.33, 1.83, 1.85], [-3.56, 2.03, -1.43], [-1.52, -4.47, 0.74], [-3.69, -1.41, 0.81], [4.57, -0.29, 0.00], [0.81, -3.76, -2.84], [-2.32, 4.04, -0.79], [3.34, 0.39, 0.51], [-1.03, 3.22, -0.61], [-0.30, -3.95, 0.35], [3.10, 1.73, 0.21], [-3.39, 2.63, 0.92], [0.40, -4.65, -2.36], [0.27, -1.04, 3.13], [4.82, 0.02, -1.02], [3.73, -3.34, -0.02], [5.42, -0.01, 0.62], [1.25, 4.41, 1.27], [-3.42, 3.46, 1.63], [1.66, -0.50, 4.06], [4.00, -4.09, -1.59], [-2.43, 4.40, -1.81], [0.58, -4.57, 0.24], [-4.26, 2.01, 1.11], [-0.42, 3.63, 0.19], [4.48, -1.38, 0.03], [1.89, -0.35, -2.41], [-2.40, 0.21, -1.17], [-1.42, 2.30, 1.77], [-3.48, -0.35, 0.69], [2.48, -1.38, -3.71], [-4.44, -1.70, 0.07], [2.99, 4.40, 1.07], [0.71, 2.43, 2.49], [1.39, -4.10, -3.70], [-3.60, -4.02, 1.07], [1.98, 4.24, -0.35], [-4.35, 3.72, -0.55], [2.76, -1.25, 1.78], [-1.62, -5.53, 0.94], [0.26, 0.55, 3.92], [-2.26, 0.81, 1.36], [-3.75, 2.41, -2.43], [-1.68, 1.38, -2.29], [-4.14, -1.57, 1.79], [-0.02, -3.16, -3.21], [-0.44, 3.24, -1.52], [2.80, -4.75, -0.49], [3.76, 2.25, -0.48], [3.56, -0.94, -2.41], [-2.35, 4.91, -0.12], [-4.40, 1.39, -1.16]],
  "charge": 3,
  "homo_lumo_gap_ev": 6.994,
  "total_energy_ev": -60053.899,
  "molar_mass_da": 457.65
}